[1]
{"formula": "C43H34BrF4IO3", "method": "ωB97M-V/def2-TZVPD", "lumo_energy_ev": -0.733, "homo_energy_ev": -9.031, "multiplicity": 1, "smiles": "C[C@H](Br)Cc1cccc2c1C(=O)c1c(CC(=O)I)cccc1C2=O.Fc1ccccc1.Fc1ccccc1.Fc1ccccc1.Fc1ccccc1", "total_energy_ha": -5155.88470, "symbols": ["C", "C", "H", "H", "C", "H", "C", "C", "H", "H", "C", "C", "H", "C", "H", "C", "C", "C", "H", "C", "H", "I", "C", "H", "O", "H", "C", "C", "C", "C", "C", "C", "H", "F", "H", "H", "C", "O", "C", "C", "C", "H", "C", "C", "H", "C", "H", "C", "C", "Br", "H", "H", "H", "C", "C", "F", "C", "C", "H", "C", "H", "H", "C", "C", "H", "H", "H", "F", "H", "H", "H", "H", "C", "H", "H", "H", "F", "C", "C", "C", "H", "O", "C", "C", "C", "C"], "coordinates": [[-2.097, -0.928, -1.569], [0.220, 1.114, -3.747], [0.893, -0.451, 3.497], [-4.387, -3.833, 2.418], [-3.708, 0.029, 0.054], [-3.697, 3.046, 1.592], [0.445, 0.800, -9.173], [6.597, -3.580, 4.925], [-1.037, 0.608, -12.212], [0.565, 1.272, 5.238], [1.379, -2.366, 6.245], [1.001, 4.259, 1.278], [1.605, 3.682, 0.586], [4.853, -2.038, 4.316], [-2.105, 3.001, -8.813], [-2.524, 0.169, -0.655], [2.540, 2.057, -3.854], [-4.771, -1.987, 3.421], [1.274, 0.403, -8.601], [-2.136, 2.370, 0.290], [-1.440, -2.521, 5.253], [3.896, 3.314, -2.726], [6.199, -4.434, 3.906], [-2.005, 4.414, 0.773], [-2.423, -2.072, -1.394], [-0.638, -1.303, -5.957], [0.976, -0.713, 4.542], [-4.347, -1.050, 4.339], [-2.380, -2.372, 4.738], [5.126, -4.100, 3.092], [-1.290, -0.498, -2.738], [0.790, 0.254, 5.521], [-5.021, 0.992, 1.426], [3.431, -2.573, 2.519], [4.797, -4.755, 2.297], [7.432, -3.845, 5.559], [1.067, 2.357, -3.745], [3.000, 1.218, -4.527], [4.472, -2.903, 3.309], [-4.027, -3.116, 3.144], [-0.399, 1.733, -8.607], [0.743, 0.652, 7.644], [1.267, -2.021, 4.905], [-4.108, 1.080, 0.856], [6.227, -1.718, 5.925], [-0.476, 1.373, -1.328], [6.725, -5.365, 3.742], [-1.351, -1.225, -3.917], [-0.624, -0.781, -5.011], [0.038, 1.744, 2.327], [1.616, -3.377, 6.549], [0.880, 3.023, -2.916], [0.705, 5.170, 0.752], [1.186, -1.390, 7.202], [0.207, 0.393, -10.478], [-5.938, -1.790, 2.771], [0.139, 0.378, -4.931], [-1.689, 1.866, -10.602], [-4.286, -0.878, -0.022], [-3.357, 2.243, 0.955], [0.855, -0.342, -10.936], [0.684, 0.726, -5.787], [0.891, -0.084, 6.864], [-0.506, 0.658, -2.644], [-2.516, 2.285, -11.159], [-2.805, -0.515, 5.725], [-1.962, -2.112, -3.991], [-0.174, 2.126, -7.333], [-4.953, -0.172, 4.525], [-0.706, 4.079, 2.498], [4.318, -1.108, 4.458], [1.565, 4.582, 2.147], [-1.318, 3.616, 0.495], [0.835, 2.917, -4.656], [-2.226, -4.181, 3.594], [1.410, -2.774, 4.143], [1.289, -1.721, 8.505], [-3.145, -1.245, 5.003], [-1.465, 2.274, -9.295], [-0.856, 0.925, -11.193], [-0.858, 3.930, -0.437], [0.529, 1.936, -0.963], [5.922, -2.384, 5.129], [-1.733, 1.319, -0.537], [-0.283, 3.544, 1.656], [-2.823, -3.304, 3.808]], "mulliken_charge": [-0.0695, 0.2355, 0.1947, 0.4388, -1.1077, 0.4393, -0.3168, -0.4867, 0.3716, 0.3236, -0.4933, -1.5172, 0.3420, -0.1837, 0.4058, 1.0323, 0.2013, 0.2665, 0.4563, 0.5952, 0.4502, -0.0481, -0.3113, 0.6219, -0.6056, 0.4525, -0.0327, -0.3225, -0.2870, -0.5624, 0.6628, -0.1949, 0.4634, -0.3035, 0.4162, 0.3750, -0.7590, -0.4107, 0.3349, -0.4166, 0.4347, 0.4404, -0.6662, -0.5132, 0.3702, 0.1240, 0.3607, -0.8426, -0.8499, -0.1006, 0.4545, 0.3806, 0.3699, 0.2911, -0.3860, -0.3782, -0.6386, -0.3500, 0.5266, -1.0031, 0.3558, 0.6586, -0.5642, 0.2558, 0.3608, 0.3978, 0.5049, -0.1934, 0.4438, 0.6117, 0.4498, 0.4052, -1.3608, 0.4244, 0.3989, 0.4276, -0.3527, -0.4639, -0.5654, -0.5539, 0.3901, -0.4412, -0.4430, 0.4281, 0.2692, -0.5190]}

[2]
{"formula": "C13H33F2N5O11S2", "method": "ωB97M-V/def2-TZVPD", "lumo_energy_ev": -4.319, "charge": 2, "homo_energy_ev": -14.300, "relative_energy_kj_mol": 0.00, "multiplicity": 1, "total_energy_ha": -2612.15479, "symbols": ["H", "O", "H", "C", "H", "H", "C", "F", "H", "H", "H", "H", "C", "C", "H", "C", "H", "O", "S", "N", "H", "H", "H", "O", "O", "H", "H", "O", "C", "H", "O", "O", "O", "H", "C", "H", "H", "O", "H", "C", "H", "H", "H", "H", "H", "N", "H", "N", "C", "C", "H", "S", "N", "O", "C", "H", "H", "N", "C", "F", "C", "H", "H", "H", "H", "O"], "coordinates": [[-1.770, -4.128, 4.054], [0.129, 0.136, -3.500], [-4.053, -4.563, 2.972], [-1.963, -4.015, -1.400], [0.956, 0.801, -1.678], [-2.840, -4.531, -0.941], [-1.847, 4.721, 4.686], [-2.018, 0.712, 3.789], [-1.730, -2.424, -2.743], [-0.375, 3.793, 5.910], [-1.016, -4.214, -0.856], [-1.856, 5.670, 5.151], [6.170, -1.072, -6.800], [5.981, -0.375, -5.492], [1.851, 3.387, 3.628], [0.755, 4.972, 4.613], [-4.445, -1.742, 2.597], [-0.006, 0.751, -0.133], [0.110, -0.398, 0.719], [4.783, 0.628, -5.271], [6.534, -0.438, -7.565], [-5.545, -3.666, 3.239], [-2.650, 4.158, 5.161], [-1.567, 2.291, 1.956], [6.651, -0.499, -4.505], [5.415, 1.660, -7.118], [-4.126, -0.247, -1.849], [2.245, 0.365, -4.397], [4.524, 1.430, -6.454], [-1.198, -2.576, 4.599], [0.008, -1.755, 0.278], [-3.238, -2.169, 0.009], [0.642, 6.160, 4.725], [2.615, 5.076, 3.751], [-1.776, -3.114, 3.814], [-2.782, 0.292, -0.871], [5.171, -1.502, -7.142], [-3.566, -1.901, 4.717], [4.152, 2.374, -6.148], [-3.034, -0.407, -1.666], [-1.723, -4.633, -2.300], [-1.971, 4.698, 3.602], [-2.357, -0.236, -2.534], [3.956, 0.207, -4.870], [5.264, 1.190, -4.510], [-0.530, 4.090, 4.962], [-1.189, -3.077, 2.870], [-0.716, -0.191, 2.110], [-3.093, -2.404, 3.774], [1.495, 0.339, -3.417], [3.834, 0.831, -7.076], [-0.933, 1.272, 2.735], [-3.846, -2.513, 2.522], [1.821, 0.691, -2.201], [1.976, 4.277, 4.251], [-3.341, -2.495, 1.536], [-0.419, 3.236, 4.420], [-2.131, -2.715, -1.810], [-2.779, -1.794, -1.076], [1.658, -0.415, 1.226], [-4.717, -3.774, 2.603], [-4.986, -4.017, 1.564], [6.831, -1.924, -6.620], [2.526, 3.837, 5.097], [-0.053, 0.137, -4.382], [0.130, 1.740, 3.684]], "mulliken_charge": [0.4440, -0.3890, 0.3506, -0.9431, 0.4003, 0.2388, -0.8141, -0.2762, 0.2355, 0.4190, 0.2668, 0.4046, -1.0403, 0.6480, 0.2781, 0.7324, 0.3946, -0.8656, 1.2807, 0.0212, 0.3531, 0.3709, 0.3364, -0.5669, -0.4288, 0.3547, 0.3155, -0.7364, -0.9294, 0.2991, -0.5522, -0.7715, -0.4172, 0.3232, -1.0980, 0.1957, 0.3368, -0.4556, 0.3803, -0.6809, 0.3934, 0.3156, 0.1373, 0.3322, 0.4001, 0.2058, 0.2336, -0.1080, 0.5652, 0.7452, 0.3668, 0.9574, 0.1285, -0.2957, -0.9496, 0.4086, -0.0774, -0.0485, 0.5683, -0.3126, -0.8359, 0.3222, 0.3285, 0.3186, 0.2861, -0.8007]}

[3]
{"formula": "C23H26N2O5S", "method": "ωB97M-V/def2-TZVPD", "lumo_energy_ev": 0.635, "homo_energy_ev": -8.018, "relative_energy_kj_mol": 158.27, "multiplicity": 1, "smiles": "COc1ccc(-c2nc(CS(=O)(=O)CC(=O)NCCCc3ccccc3)c(C)o2)cc1", "total_energy_ha": -1775.95711, "symbols": ["H", "H", "C", "O", "C", "H", "H", "C", "C", "C", "C", "H", "H", "H", "H", "H", "H", "H", "N", "H", "C", "H", "C", "C", "C", "O", "H", "H", "H", "H", "H", "S", "C", "C", "O", "O", "H", "H", "C", "N", "C", "H", "C", "H", "H", "H", "O", "H", "C", "C", "C", "C", "C", "C", "C", "H", "C"], "coordinates": [[2.554, 6.487, -0.789], [1.257, 7.676, -1.066], [-0.987, 1.130, 2.010], [0.483, -0.442, -2.706], [1.470, 6.643, -0.795], [-2.750, -0.709, 2.989], [-0.736, -2.472, -3.777], [-2.762, -0.590, -0.852], [0.331, 2.410, -2.718], [0.666, -1.742, -2.378], [0.927, -2.948, 2.672], [-0.080, -3.695, -2.670], [-4.214, -2.160, -0.746], [-1.316, 0.973, -0.656], [-1.425, 1.379, 2.980], [-0.720, -1.942, 2.010], [-0.541, -4.511, 2.303], [-4.207, -2.224, 1.719], [1.566, -0.486, -0.780], [2.270, -3.695, -0.931], [1.348, -1.771, -1.190], [-0.172, 1.860, -3.498], [0.940, 4.504, -1.694], [0.427, -4.179, 1.937], [1.727, -2.937, -0.373], [2.007, -2.937, 3.233], [0.808, 0.171, 1.278], [2.277, -2.625, 0.509], [0.904, -3.084, -4.013], [-2.766, -0.550, -1.932], [-0.862, 2.057, 1.446], [0.175, -3.752, 0.183], [1.044, 0.270, -1.705], [-2.743, -0.679, 1.908], [-0.909, -2.806, 0.129], [0.008, -4.965, -0.574], [1.155, -4.984, 1.990], [2.195, 1.889, 0.050], [1.016, 1.714, -1.718], [0.077, -1.912, 2.637], [1.662, 2.432, -0.714], [2.136, 4.339, 0.093], [0.403, 0.517, 2.231], [1.068, 6.441, 0.203], [1.061, 1.300, 2.613], [-0.287, -0.430, 4.051], [0.840, 5.855, -1.776], [-0.231, 4.336, -3.467], [-3.576, -1.490, -0.189], [-3.569, -1.528, 1.193], [-1.912, 0.220, 1.250], [0.158, -2.815, -3.263], [-1.941, 0.261, -0.137], [1.626, 3.812, -0.698], [0.414, -0.637, 3.234], [1.413, -0.759, 3.661], [0.294, 3.784, -2.704]], "mulliken_charge": [0.3323, 0.2421, -1.4299, -0.3808, -0.8273, 0.2718, 0.3289, -0.4202, -0.4150, 0.5262, 0.7041, 0.3383, 0.3912, 0.5303, 0.4765, -0.0475, 0.4248, 0.4254, -0.4293, 0.4788, 0.7281, 0.5140, 0.9677, -0.9031, -1.3021, -0.6712, -0.2763, 0.5179, 0.3578, 0.4503, 0.4710, 1.1085, 0.2758, -0.4922, -0.5092, -0.6891, 0.3960, 0.5258, -0.0691, 0.2304, -0.6164, 0.4087, 0.4355, 0.3355, 0.5027, 0.2665, -0.4615, 0.4446, -0.7060, -0.4269, 0.2249, -1.5552, -0.0198, -0.5460, -1.2568, 0.4881, -0.6699]}

[4]
{"formula": "C49H37Cl5N2OP2RuSi", "method": "ωB97M-V/def2-TZVPD", "lumo_energy_ev": [-5.258, -8.079], "charge": 2, "homo_energy_ev": [-13.465, -13.720], "relative_energy_kj_mol": 89.82, "s_squared": 6.025, "multiplicity": 5, "total_energy_ha": -5441.73870, "symbols": ["C", "C", "H", "H", "C", "O", "C", "C", "H", "C", "C", "P", "H", "C", "H", "C", "C", "C", "C", "H", "C", "Cl", "H", "Cl", "H", "Si", "C", "H", "Cl", "H", "H", "C", "H", "C", "C", "C", "H", "Cl", "C", "H", "H", "C", "C", "C", "C", "C", "H", "H", "C", "N", "H", "H", "C", "C", "C", "C", "C", "C", "C", "H", "H", "P", "Cl", "C", "N", "H", "C", "C", "H", "C", "C", "H", "H", "C", "C", "H", "C", "C", "C", "C", "H", "H", "H", "C", "C", "H", "H", "H", "H", "C", "C", "Ru", "C", "C", "H", "H", "H", "H"], "coordinates": [[-2.355, 0.873, -5.633], [-4.332, -3.787, 2.178], [-5.749, 2.892, -0.259], [-1.050, -4.537, 1.912], [-4.684, 2.183, 1.461], [7.119, 1.864, 1.494], [-1.125, 1.446, -5.349], [4.189, 0.133, 2.520], [1.575, 2.530, -1.824], [0.218, 2.724, 2.432], [0.011, -1.543, 2.683], [-0.332, -1.937, 0.923], [7.542, 1.706, 3.953], [-0.107, -0.884, 5.367], [0.212, 2.092, -3.810], [4.915, 1.178, 1.959], [-3.210, 0.504, -4.606], [0.679, -0.909, -1.999], [1.831, -0.881, -2.784], [0.568, -5.990, -1.748], [-3.469, 1.737, 1.957], [3.175, -0.012, -2.149], [0.480, 3.434, 1.652], [0.852, -2.965, -6.039], [-3.839, 2.622, -1.779], [-0.632, 1.126, 1.751], [0.159, -4.305, -0.509], [-3.359, 1.521, 3.008], [-1.798, -2.989, -4.374], [2.556, 2.147, -0.249], [-5.524, 2.299, 2.128], [2.088, -3.030, 0.189], [-5.258, -4.212, 2.533], [-0.595, 5.699, -1.518], [0.790, -2.183, -4.527], [-3.738, 2.350, -0.738], [-0.181, -0.633, 6.412], [3.329, -1.399, -4.986], [-3.158, -4.520, 2.270], [-0.723, 1.058, 4.720], [-1.217, 6.581, -1.502], [2.914, -3.904, -0.488], [-0.424, 0.068, 4.412], [1.910, -1.499, -4.030], [0.377, -2.481, 3.641], [0.990, 3.434, -1.678], [2.636, 4.779, -1.917], [3.981, -3.739, -0.496], [-4.315, -2.509, 1.640], [2.364, 0.548, 1.033], [4.606, -0.489, 3.297], [-3.110, -0.967, 0.759], [2.367, -4.976, -1.178], [-0.407, -1.595, -2.538], [-3.126, -1.957, 1.195], [-1.949, -2.691, 1.288], [3.047, 1.570, 0.520], [-2.850, 0.723, -3.289], [-4.812, 2.512, 0.121], [2.344, -0.950, 2.449], [-3.166, -5.515, 2.690], [-1.062, 1.636, -1.303], [-1.850, -1.638, -1.608], [0.994, -5.167, -1.196], [6.618, 1.434, 3.654], [-2.240, 4.358, -1.222], [-0.377, 3.314, -1.443], [-2.382, 1.574, 1.111], [1.225, 6.795, -1.762], [-0.367, -0.248, 3.064], [4.317, 1.909, 0.939], [-0.913, -4.445, -0.540], [-0.472, 3.225, 3.105], [6.334, 1.526, 2.344], [0.707, -3.246, 0.217], [1.118, 2.487, 2.994], [-2.530, 1.858, -0.253], [-0.390, -2.221, -3.774], [0.323, -2.143, 4.982], [1.571, 4.685, -1.770], [4.857, 2.710, 0.462], [-3.520, 0.449, -2.489], [5.934, 1.197, 4.352], [-1.965, -3.969, 1.841], [-1.620, 1.311, -3.002], [0.697, -3.469, 3.345], [-5.229, -1.938, 1.577], [-4.165, 0.056, -4.830], [3.013, -5.664, -1.696], [0.777, 5.818, -1.683], [2.929, -0.147, 2.019], [0.358, 0.079, -0.197], [-0.747, 1.648, -4.036], [-1.175, 4.451, -1.372], [-0.461, 1.745, -6.144], [0.604, -2.869, 5.728], [2.515, -2.172, 0.692], [-2.656, 0.727, -6.658]], "mulliken_charge": [-0.7033, -0.8239, 0.4845, 0.4286, -0.9530, -0.5623, -0.8043, -1.0736, 0.7130, -1.3925, -0.7277, 1.1911, 0.2448, -0.8770, 0.2793, 0.4471, -1.2215, -0.6783, 0.8972, 0.4934, -0.2851, -0.1096, 0.2614, -0.1379, 0.6951, 1.3704, -0.7367, 0.5448, -0.1173, 0.4459, 0.4969, -0.9596, 0.4413, -0.6890, 0.5297, -0.1184, 0.4637, -0.1494, -0.9426, 0.5176, 0.4682, -0.7505, -0.8713, 0.0252, -0.0065, -0.4490, 0.5080, 0.5070, -1.0687, 1.0358, 0.5647, 0.1492, -0.6947, 1.3906, -0.1592, 1.2232, -0.9579, -0.1636, -1.0282, 0.1685, 0.4832, 2.0704, -0.1749, -0.8797, -0.3480, 0.4110, 1.0124, -0.1596, 0.4319, 1.3320, -0.9417, 0.5067, 0.5433, 0.0410, 1.0015, 0.4085, -0.2217, -0.4276, -1.0597, -1.0814, 0.5846, 0.4624, 0.1888, -0.6840, 1.0857, 0.4624, 0.5206, 0.4949, 0.4549, -0.7573, -0.2312, -0.3236, -0.7848, -1.1170, 0.5128, 0.5012, 0.4382, 0.4700]}

For the records above, the corresponding F_max values read 0.0217; 0.0900; 0.0261; 0.0578 Eh/bohr.